Entry from the Open Molecules 2025 dataset: C26H48Cl2N2O3PV as an isolated structure at a distorted geometry (ωB97M-V with the def2-TZVPD basis set).

Geometry (Å):
O (2.371, 1.046, -2.390)
C (1.422, 1.544, -2.951)
C (0.858, 2.910, -2.672)
C (0.329, 3.539, -1.525)
H (-0.066, 2.933, -0.710)
C (0.258, 4.945, -1.496)
H (-0.163, 5.461, -0.638)
C (0.721, 5.693, -2.589)
H (0.663, 6.780, -2.583)
C (1.194, 5.048, -3.745)
H (1.498, 5.589, -4.646)
C (1.242, 3.647, -3.775)
H (1.579, 3.113, -4.671)
H (0.884, 1.160, -4.012)
C (-0.700, -0.553, -3.890)
C (-1.002, 0.608, -3.014)
H (-0.812, -0.348, -4.981)
H (-1.469, -1.344, -3.629)
H (0.316, -0.961, -3.778)
C (-1.989, 1.534, -3.226)
C (-3.074, 1.281, -4.278)
H (-1.875, 2.549, -2.833)
H (-2.840, 2.013, -5.096)
H (-4.130, 1.436, -3.937)
H (-2.928, 0.244, -4.691)
V (-2.233, -0.113, -1.814)
Cl (-2.473, 1.478, -0.258)
Cl (-3.825, -1.306, -2.818)
C (-3.697, -1.314, 0.702)
O (-2.769, -1.708, -0.049)
N (-4.189, -2.047, 1.740)
C (-3.593, -3.360, 2.013)
C (-5.588, -1.828, 2.112)
H (-4.186, -0.332, 0.597)
H (-2.551, -3.343, 1.638)
H (-4.145, -4.178, 1.511)
H (-3.604, -3.533, 3.103)
H (-5.824, -0.785, 1.857)
H (-5.726, -1.997, 3.189)
H (-6.251, -2.495, 1.531)
H (1.046, -5.301, -1.311)
H (3.416, -3.936, -1.086)
C (0.902, -4.581, -2.116)
C (2.982, -3.287, -1.849)
N (1.541, -3.330, -1.813)
H (-0.161, -4.462, -2.277)
C (0.835, -2.244, -1.493)
O (-0.402, -2.211, -1.301)
H (3.310, -2.265, -1.674)
H (1.431, -1.329, -1.440)
H (1.356, -4.996, -3.010)
H (3.351, -3.618, -2.818)
C (3.150, -1.725, 1.855)
C (2.046, -1.213, 2.790)
C (2.572, -0.899, 4.174)
P (1.018, 0.074, 1.958)
C (-0.485, 0.327, 3.060)
C (-0.967, -0.987, 3.686)
C (-0.369, 1.428, 4.100)
C (2.016, 1.690, 1.864)
C (2.706, 2.208, 3.119)
C (3.044, 1.630, 0.722)
H (3.969, -1.008, 1.756)
H (2.767, -1.949, 0.849)
H (3.575, -2.659, 2.254)
H (1.318, -2.059, 2.895)
H (3.366, -0.158, 4.156)
H (1.801, -0.565, 4.870)
H (3.005, -1.813, 4.608)
H (-1.224, 0.627, 2.302)
H (-0.245, -1.398, 4.414)
H (-1.908, -0.808, 4.229)
H (-1.167, -1.753, 2.927)
H (-0.162, 2.408, 3.655)
H (-1.326, 1.512, 4.643)
H (0.402, 1.210, 4.863)
H (1.227, 2.406, 1.572)
H (3.616, 1.641, 3.362)
H (3.028, 3.241, 2.918)
H (2.043, 2.228, 3.989)
H (2.597, 1.385, -0.246)
H (3.506, 2.631, 0.619)
H (3.842, 0.901, 0.927)

* multiplicity: 3
* LUMO energy (spin up / spin down): -0.3 / -0.2 eV
* <S²>: 2.1468
* orbital gap (spin up / spin down): 7.138 / 7.174 eV

Atom charges from the Mulliken analysis, given in e for atoms 1 to 2: number 1, O, carries -0.64; number 2, C, carries -0.30

---

Entry from the Open Molecules 2025 dataset: C26H48Cl3CrN4O4Si as an isolated structure at a distorted geometry (ωB97M-V with the def2-TZVPD basis set).

Geometry (Å):
C (1.590, 4.290, 1.665)
C (2.803, 3.923, 0.867)
H (1.648, 3.931, 2.704)
H (0.675, 3.906, 1.205)
H (1.472, 5.381, 1.713)
C (4.041, 4.240, 1.311)
C (4.301, 4.898, 2.618)
H (4.918, 4.196, 0.655)
H (3.752, 4.386, 3.426)
H (3.997, 5.961, 2.586)
H (5.376, 4.848, 2.846)
Cr (0.164, 1.635, -1.175)
Cl (-0.898, 3.601, -0.872)
Cl (1.385, 1.542, -3.112)
C (-0.591, -0.609, -2.590)
O (-0.166, -0.294, -1.421)
N (-0.352, -1.753, -3.224)
C (0.047, -3.013, -2.568)
C (-0.273, -1.757, -4.687)
H (-1.233, 0.120, -3.130)
H (-0.691, -3.348, -1.824)
H (1.035, -2.931, -2.101)
H (0.126, -3.766, -3.363)
H (-1.168, -1.304, -5.138)
H (-0.170, -2.795, -5.020)
H (0.618, -1.199, -5.012)
H (-3.888, 0.804, 3.640)
H (0.060, 0.773, 3.590)
C (-3.173, -0.015, 3.783)
C (-0.695, 0.042, 3.895)
N (-1.901, 0.227, 3.106)
H (-3.676, -0.934, 3.456)
C (-1.811, 0.654, 1.823)
O (-0.776, 1.084, 1.290)
H (-0.283, -0.961, 3.738)
H (-2.782, 0.569, 1.295)
H (-2.956, -0.100, 4.849)
H (-1.005, 0.156, 4.936)
O (1.523, 2.327, -0.293)
C (2.633, 3.178, -0.463)
C (4.933, 1.918, -0.094)
C (3.932, 2.421, -0.934)
H (4.811, 1.977, 0.982)
C (6.152, 1.404, -0.566)
H (2.364, 3.943, -1.222)
C (4.185, 2.338, -2.302)
H (6.869, 1.009, 0.161)
C (6.434, 1.457, -1.932)
C (5.417, 1.891, -2.794)
H (3.391, 2.621, -2.998)
H (7.443, 1.217, -2.288)
H (5.612, 1.899, -3.869)
Si (3.489, -1.120, 1.382)
Cl (3.614, 0.579, 2.472)
C (5.110, -1.995, 1.509)
C (3.550, -0.912, -0.528)
C (1.644, -1.439, 1.754)
H (5.972, -1.296, 1.433)
H (5.142, -2.692, 0.646)
H (5.113, -2.527, 2.476)
H (1.091, -0.675, 2.332)
H (1.538, -2.443, 2.183)
H (1.202, -1.387, 0.732)
H (4.520, -0.634, -0.983)
H (2.767, -0.300, -1.012)
H (3.370, -1.968, -0.812)
C (-3.673, -3.575, -0.001)
N (-4.980, -2.986, -0.139)
C (-6.079, -3.879, -0.414)
C (-7.388, -3.167, -0.178)
C (-7.419, -1.888, -0.972)
N (-6.261, -1.089, -0.648)
C (-6.257, 0.295, -1.037)
C (-5.042, -1.621, -0.305)
O (-4.034, -0.888, -0.151)
H (-2.980, -2.815, 0.377)
H (-3.288, -3.949, -0.969)
H (-3.721, -4.420, 0.701)
H (-6.027, -4.250, -1.454)
H (-5.977, -4.744, 0.252)
H (-7.502, -2.934, 0.885)
H (-8.211, -3.816, -0.484)
H (-8.312, -1.294, -0.742)
H (-7.432, -2.130, -2.048)
H (-5.749, 0.458, -2.004)
H (-7.296, 0.633, -1.123)
H (-5.719, 0.881, -0.281)

* multiplicity: 4
* LUMO energy (spin up / spin down): -0.1 / 0.1 eV
* <S²>: 3.7928
* orbital gap (spin up / spin down): 7.534 / 7.762 eV

Atom charges from the Mulliken analysis, given in e for atoms 1 to 2: number 1, C, carries -1.36; number 2, C, carries 0.42